[1]
C34H88O17 | ωB97M-V with the def2-TZVPD basis set

```
139
Properties=species:S:1:pos:R:3:mulliken_charge:R:1
C -7.457 -24.221 21.614 -0.625
C -6.868 -24.207 23.018 -0.650
C -7.997 -23.604 23.864 -0.125
O -8.806 -22.869 22.927 -0.311
C -8.271 -22.946 21.610 -0.195
H -8.112 -25.078 21.440 0.269
H -6.684 -24.290 20.847 0.402
H -5.994 -23.556 23.088 0.285
H -6.566 -25.180 23.404 0.334
H -7.650 -22.903 24.620 0.272
H -8.629 -24.397 24.265 0.011
H -7.671 -22.047 21.411 0.210
H -9.073 -22.909 20.871 0.149
C -15.036 -21.765 30.762 0.864
C -16.526 -21.687 30.416 -0.284
C -17.080 -20.726 31.474 -0.620
O -16.249 -20.861 32.607 -0.427
C -14.929 -21.198 32.181 -0.430
H -14.383 -21.235 30.073 -0.466
H -14.733 -22.815 30.725 -0.163
H -17.007 -22.663 30.506 0.274
H -16.706 -21.368 29.389 0.154
H -18.105 -20.986 31.739 0.365
H -17.106 -19.702 31.081 0.283
H -14.520 -21.891 32.913 0.300
H -14.329 -20.282 32.131 0.239
C -15.468 -23.112 21.626 0.062
C -15.479 -21.635 21.980 0.548
C -14.688 -21.093 20.796 -0.355
O -15.196 -21.812 19.664 -0.524
C -15.516 -23.127 20.100 -0.230
H -16.278 -23.717 22.041 0.485
H -14.569 -23.587 22.034 -0.570
H -14.999 -21.439 22.940 -0.200
H -16.488 -21.222 22.008 0.193
H -13.618 -21.326 20.883 -0.156
H -14.698 -20.013 20.647 0.412
H -14.808 -23.814 19.628 0.096
H -16.525 -23.415 19.793 0.304
C -11.718 -19.706 24.850 -0.232
O -11.167 -18.413 24.741 -0.583
H -11.127 -20.431 25.413 0.192
H -12.667 -19.707 25.405 0.073
H -11.966 -20.261 23.936 0.129
H -11.839 -17.913 24.265 0.306
C -13.059 -26.062 20.073 -0.059
O -11.726 -25.721 19.687 -0.521
H -13.477 -25.394 20.826 -0.251
H -13.709 -26.043 19.194 0.271
H -13.000 -27.089 20.428 0.246
H -11.662 -24.762 19.643 0.289
C -16.556 -19.731 24.953 0.033
O -17.098 -18.499 25.420 -0.587
H -16.652 -19.881 23.880 0.226
H -15.522 -19.795 25.281 -0.006
H -17.069 -20.536 25.485 0.026
H -18.054 -18.517 25.342 0.311
C -12.082 -19.468 28.413 -0.328
O -12.911 -19.372 29.559 -0.512
H -11.027 -19.397 28.680 0.382
H -12.271 -20.398 27.857 -0.066
H -12.345 -18.712 27.672 0.246
H -12.496 -19.876 30.263 0.279
C -18.479 -22.853 24.542 -0.309
O -18.835 -24.046 23.861 -0.575
H -17.392 -22.709 24.554 -0.137
H -18.890 -22.032 23.958 0.383
H -18.781 -22.854 25.593 0.299
H -18.513 -24.779 24.405 0.390
C -18.395 -25.976 27.140 -0.545
O -17.792 -25.913 25.853 -0.460
H -18.732 -24.996 27.461 0.233
H -19.247 -26.661 27.157 0.303
H -17.702 -26.392 27.874 0.206
H -17.229 -26.686 25.762 0.251
C -12.001 -28.179 25.468 -0.623
O -12.624 -29.423 25.270 -0.318
C -12.226 -30.016 24.068 -0.356
C -12.998 -31.314 23.872 -0.631
O -14.320 -30.949 23.530 -0.270
C -15.209 -32.020 23.713 -0.748
H -10.923 -28.184 25.254 0.420
H -12.121 -27.862 26.499 0.060
H -12.396 -27.418 24.783 0.276
H -11.143 -30.190 24.069 0.388
H -12.444 -29.436 23.160 0.163
H -12.954 -31.917 24.782 0.376
H -12.564 -31.868 23.035 0.383
H -14.836 -32.903 23.176 0.298
H -16.214 -31.775 23.374 0.248
H -15.318 -32.305 24.770 0.296
C -9.771 -24.779 26.855 -0.552
O -10.773 -25.599 27.425 -0.334
C -11.533 -24.893 28.370 -0.338
C -12.852 -25.598 28.684 -0.638
O -13.598 -25.783 27.513 0.324
C -14.799 -26.490 27.731 -1.008
H -10.210 -24.107 26.112 0.012
H -9.077 -25.449 26.348 0.342
H -9.191 -24.228 27.600 0.337
H -11.729 -23.858 28.069 0.070
H -10.980 -24.875 29.320 0.468
H -13.413 -25.013 29.424 0.201
H -12.561 -26.540 29.169 0.448
H -15.222 -26.760 26.764 0.143
H -15.479 -25.825 28.273 0.320
H -14.646 -27.437 28.257 0.431
C -14.454 -22.513 27.259 0.372
O -14.972 -22.423 25.950 0.171
C -14.759 -23.602 25.203 0.199
C -13.319 -23.862 24.793 0.868
O -12.846 -22.858 23.911 0.382
C -11.824 -23.319 23.037 0.935
H -13.438 -22.909 27.260 -0.740
H -15.056 -23.235 27.834 -0.116
H -14.553 -21.554 27.763 0.296
H -15.234 -23.476 24.228 -0.442
H -15.171 -24.471 25.723 -0.401
H -13.267 -24.862 24.349 0.233
H -12.666 -23.876 25.672 -0.820
H -11.380 -22.463 22.545 -1.134
H -12.289 -23.983 22.299 0.030
H -11.070 -23.867 23.603 0.036
C -9.991 -19.662 18.557 -0.765
O -10.062 -20.551 19.645 -0.386
C -10.729 -20.017 20.767 0.351
C -10.125 -18.752 21.356 -0.256
O -10.479 -17.565 20.652 -0.314
C -10.097 -16.424 21.372 -0.640
H -10.915 -19.570 17.983 0.288
H -9.284 -20.109 17.844 0.276
H -9.495 -18.721 18.796 0.296
H -10.711 -20.751 21.568 -0.458
H -11.766 -19.747 20.524 0.207
H -9.028 -18.789 21.389 0.364
H -10.467 -18.666 22.394 0.145
H -10.566 -15.562 20.889 0.280
H -9.017 -16.306 21.452 0.296
H -10.584 -16.373 22.357 0.178
```

Computed properties:
Multiplicity: 1
Net charge: 0

[2]
C34H89N7O10 | ωB97M-V with the def2-TZVPD basis set

```
140
Properties=species:S:1:pos:R:3:mulliken_charge:R:1
C 0.211 6.051 1.465 -0.919
O -0.325 4.692 1.594 -0.400
C -1.222 4.356 0.562 -0.160
C -1.672 2.860 0.827 0.990
N -2.884 2.809 1.635 -0.579
C -3.280 1.358 1.861 -0.280
C -2.334 0.630 2.898 -0.609
O -2.926 -0.636 3.220 -0.381
C -2.141 -1.293 4.236 -0.279
H -0.533 6.817 1.683 0.349
H 0.651 6.114 0.470 0.473
H 0.994 6.347 2.163 0.392
H -0.688 4.444 -0.384 0.085
H -2.015 5.104 0.559 0.595
H -0.791 2.350 1.216 -0.598
H -1.848 2.406 -0.148 -0.414
H -3.647 3.251 1.142 0.476
H -3.346 0.789 0.934 0.677
H -4.284 1.341 2.286 0.574
H -2.168 1.299 3.742 0.610
H -1.318 0.531 2.515 0.318
H -1.275 -1.771 3.777 0.304
H -2.653 -2.063 4.812 0.447
H -1.835 -0.571 4.993 0.344
C -1.033 -2.933 -1.875 -0.473
O 0.010 -2.093 -2.365 -0.198
C -0.496 -1.202 -3.387 -0.777
C 0.593 -0.236 -3.809 -0.737
N 1.099 0.462 -2.691 0.656
C 2.503 0.851 -2.856 -1.032
C 2.674 2.120 -3.723 0.392
O 2.445 1.938 -5.070 -0.396
C 2.980 2.940 -5.873 -0.801
H -1.903 -2.359 -1.555 -0.482
H -0.470 -3.425 -1.082 -0.105
H -1.192 -3.585 -2.734 1.539
H -1.483 -0.764 -3.237 0.007
H -0.673 -1.930 -4.180 0.741
H 0.241 0.432 -4.595 -0.003
H 1.313 -0.895 -4.294 0.509
H 1.082 -0.237 -1.963 0.353
H 3.037 -0.057 -3.136 0.747
H 2.827 1.205 -1.878 -0.263
H 3.731 2.383 -3.669 0.836
H 2.064 2.973 -3.427 -0.288
H 2.611 2.829 -6.892 0.290
H 4.062 2.888 -5.992 0.307
H 2.707 3.938 -5.531 0.280
C 1.632 4.359 1.446 -1.296
O 2.622 3.287 1.334 -0.555
C 2.079 1.980 1.136 0.711
C 3.097 0.919 0.897 -1.924
N 2.467 -0.364 0.821 -0.020
C 3.409 -1.515 0.820 -0.871
C 2.505 -2.821 0.811 -0.599
O 1.638 -2.953 -0.337 -0.180
C 2.301 -3.198 -1.583 -0.799
H 0.744 3.938 1.918 0.798
H 1.287 4.684 0.464 0.017
H 1.952 5.208 2.051 -0.104
H 1.419 1.929 0.271 -0.033
H 1.479 1.691 2.000 0.220
H 3.913 0.821 1.612 0.508
H 3.600 1.072 -0.058 0.294
H 1.794 -0.420 0.071 1.031
H 3.994 -1.571 1.738 0.310
H 4.077 -1.496 -0.040 0.291
H 1.982 -3.005 1.750 0.086
H 3.206 -3.654 0.866 0.451
H 3.049 -3.990 -1.538 0.324
H 2.690 -2.245 -1.942 0.318
H 1.579 -3.569 -2.310 0.119
C 0.367 1.967 -1.058 0.293
C -0.560 2.653 -2.020 0.105
C 0.113 3.853 -2.625 0.034
O 0.430 4.776 -1.577 -0.169
C 1.432 5.771 -1.653 -0.986
N -0.906 1.719 -3.093 -0.422
H 0.385 2.610 -0.178 -0.480
H 1.327 1.847 -1.559 -0.339
H -0.022 0.966 -0.872 0.145
H -1.500 2.930 -1.543 1.404
H -0.406 4.428 -3.392 0.385
H 1.072 3.553 -3.047 -1.197
H 2.070 5.472 -2.485 0.341
H 1.807 5.873 -0.635 0.694
H 0.934 6.711 -1.892 0.231
H -0.880 0.774 -2.738 -1.381
H -0.069 1.651 -3.655 0.865
C -1.887 -2.851 2.104 0.286
C -2.995 -3.071 1.098 0.265
C -2.627 -2.678 -0.327 -0.013
O -3.738 -2.649 -1.316 -0.537
C -3.349 -2.310 -2.640 -0.176
N -3.342 -4.499 1.172 -0.634
H -1.055 -3.537 1.947 -0.409
H -2.158 -3.003 3.149 -0.664
H -1.688 -1.780 2.118 -1.685
H -3.834 -2.426 1.360 0.508
H -1.916 -3.408 -0.714 -0.713
H -2.068 -1.747 -0.427 -1.499
H -3.094 -1.253 -2.701 -0.060
H -4.318 -2.486 -3.109 0.441
H -2.578 -3.034 -2.906 0.422
H -3.742 -4.646 2.088 0.345
H -4.130 -4.633 0.556 0.360
C -1.201 -3.203 4.494 -2.705
C -0.153 -3.679 3.438 1.772
C 1.237 -3.188 3.663 -1.251
O 2.147 -3.561 2.638 -0.156
C 3.490 -3.897 2.975 -0.983
N -0.292 -5.106 3.429 -0.630
H -1.207 -2.117 4.580 0.150
H -0.976 -3.680 5.448 0.490
H -2.232 -3.442 4.232 0.305
H -0.453 -3.340 2.446 1.555
H 1.553 -3.516 4.654 0.682
H 1.233 -2.119 3.874 0.183
H 4.132 -3.035 3.152 0.265
H 3.747 -4.501 2.104 0.380
H 3.476 -4.532 3.861 0.477
H 0.419 -5.483 2.818 0.452
H -1.163 -5.311 2.961 0.342
C 0.070 -1.048 1.678 -1.026
C -0.438 -1.093 0.262 1.444
C -1.479 0.026 -0.032 0.990
O -1.956 -0.085 -1.358 0.316
C -2.839 0.888 -1.826 -0.321
N 0.807 -0.890 -0.514 -0.166
H -0.770 -0.892 2.355 0.496
H 0.721 -0.194 1.864 -0.625
H 0.623 -1.923 2.022 -0.726
H -0.734 -2.109 -0.001 0.505
H -0.998 1.001 0.050 -0.400
H -2.346 0.146 0.617 -0.930
H -3.671 0.901 -1.121 0.060
H -3.209 0.675 -2.829 0.605
H -2.356 1.861 -1.911 -0.381
H 1.328 -1.749 -0.415 0.215
H 0.500 -0.892 -1.476 0.645
```

Computed properties:
Multiplicity: 1
Energy above the lowest of the compared OMol25 structures with the same formula, charge and spin in kcal/mol: 991.4
Net charge: 0

Let's list HOMO-LUMO gap in order: 9.642; 7.465 eV.